# 1
Molecular formula: C37H48BrF6I2KN3O6PS3
Method: DFT, ωB97M-V/def2-TZVPD

Each line ends with the Mulliken charge.
Atoms and positions in Å:
K: 1.3696 0.1072 -0.3492  1.1183
I: 5.3952 -0.2981 -5.1395  0.0218
C: 3.3106 -0.6262 -4.8299  -0.0519
I: 2.0735 -1.6610 -6.2369  0.0083
H: 2.8764 0.3847 -4.6826  -0.1612
H: 3.2056 -1.1231 -3.8104  0.0762
F: 2.7541 -2.6715 3.4095  -0.2170
C: 3.6744 -1.7011 3.3660  0.6309
F: 3.2318 -0.7362 2.5871  -0.1547
F: 3.8964 -1.2980 4.6277  -0.2357
S: 5.2091 -2.3041 2.5567  1.0654
O: 5.9129 -1.0425 2.4237  -0.6777
O: 5.7278 -3.3591 3.4347  -0.7145
N: 4.8424 -2.9687 1.1768  -0.3963
S: 4.8001 -2.2316 -0.2573  0.8379
O: 3.7543 -1.2585 -0.4816  -0.6358
O: 6.0903 -1.9393 -0.8024  -0.6264
C: 4.1701 -3.7322 -1.1694  0.5907
F: 3.0125 -4.1438 -0.6943  -0.2237
F: 4.9867 -4.7804 -1.1259  -0.2458
F: 4.0291 -3.4386 -2.4994  -0.1955
C: -0.1821 5.6777 5.6707  -1.9690
C: 0.1615 4.2054 5.8804  2.4247
C: 1.6363 4.2090 6.1956  -1.7671
C: -0.5606 3.6951 7.1358  -2.1513
C: -0.0671 3.3271 4.6370  -0.1638
C: 0.5977 3.5954 3.4561  -0.3711
C: 0.4818 2.7596 2.3569  -0.6959
Br: 1.5483 3.0937 0.8023  -0.2732
C: -0.3111 1.5392 2.4113  -0.2242
O: -0.3206 0.7760 1.4044  0.0204
C: -1.0435 1.2937 3.6010  -1.0010
C: -0.8443 2.1552 4.6860  0.5094
C: -1.9011 -0.0173 3.6803  2.8180
C: -1.0326 -1.2942 3.5766  -1.5600
C: -2.9073 -0.0384 2.5123  -1.5433
C: -2.7377 -0.0224 4.9629  -2.4987
H: 0.1287 6.2077 6.5429  0.5039
H: -1.2272 5.7585 5.4773  0.4668
H: 0.2984 6.1876 4.8614  0.3169
H: 1.8629 4.5913 7.2087  0.4260
H: 2.2350 4.7629 5.4916  0.3907
H: 2.0067 3.2074 6.1977  0.3948
H: -0.3197 4.4247 7.9167  0.4970
H: -0.2429 2.7023 7.4808  0.3593
H: -1.6712 3.6917 7.1204  0.3396
H: 1.2558 4.4923 3.4092  0.1951
H: -1.3787 1.9454 5.5877  0.6353
H: -0.4173 -1.1468 2.7004  0.2292
H: -1.6228 -2.2154 3.4262  0.3175
H: -0.3496 -1.4823 4.4075  0.3704
H: -2.3851 -0.0291 1.5723  0.0082
H: -3.6630 0.7688 2.5431  0.3540
H: -3.5561 -0.9712 2.6546  0.3930
H: -2.0696 -0.1015 5.8267  0.3883
H: -3.4193 -0.9252 5.0088  0.3877
H: -3.3492 0.8858 5.0388  0.4187
C: -1.7632 2.3625 -7.6430  -1.2343
C: -1.3244 1.4826 -6.4669  -0.2574
N: -0.2479 2.0738 -5.7068  0.5214
C: 0.9785 2.4253 -6.4003  -0.5152
C: 1.2056 3.8876 -6.5803  -1.2937
C: -0.1960 1.8534 -4.3329  0.2268
S: 1.0856 2.4638 -3.3772  -0.3931
N: -1.2594 1.2597 -3.7319  -0.4572
C: -1.2977 0.6099 -2.5693  -0.5207
O: -0.5032 -0.2317 -2.1495  -0.3971
C: -2.6515 0.6655 -1.8454  0.8353
C: -3.1354 -0.5117 -1.2772  0.7968
C: -4.4219 -0.5709 -0.7753  -0.4165
C: -5.2627 0.5781 -0.8297  -0.5260
C: -4.7482 1.7378 -1.3986  -0.5536
C: -3.4719 1.7827 -1.8954  -0.4458
H: -2.4334 1.7875 -8.3300  0.3757
H: -0.9156 2.6207 -8.3106  0.2951
H: -2.2700 3.3062 -7.3572  0.2936
H: -1.0248 0.5622 -6.9484  0.1172
H: -2.0512 1.2382 -5.7133  0.4316
H: 0.9315 2.0197 -7.4509  0.4094
H: 1.7826 1.9661 -5.9609  0.1128
H: 0.3651 4.1981 -7.1987  0.3007
H: 2.1561 4.0916 -7.0223  0.4481
H: 1.1499 4.4456 -5.6288  0.2263
H: -2.4536 -1.3660 -1.2590  -0.5239
H: -4.7953 -1.4658 -0.2933  0.3217
H: -6.2740 0.5703 -0.3886  0.3392
H: -5.4348 2.6168 -1.4958  0.2773
H: -3.0338 2.6839 -2.2997  0.4234
C: 0.1871 -4.5915 1.4013  -1.7209
P: -0.5003 -3.3063 0.2535  1.4167
C: -2.3049 -3.6627 0.6266  -1.2889
C: -0.2989 -4.0666 -1.3799  0.4972
C: 0.3748 -5.2900 -1.5800  -0.3588
C: 0.7483 -5.8053 -2.7941  -0.9302
C: 0.5225 -5.0025 -3.9100  -0.3832
C: -0.1532 -3.8009 -3.7549  -1.0190
C: -0.4921 -3.3101 -2.5196  0.3122
H: 1.2521 -4.6589 1.4222  0.4052
H: -0.3433 -5.5834 1.1810  0.3264
H: -0.1734 -4.2713 2.3096  0.5542
H: -2.4741 -4.7198 0.4945  0.5445
H: -2.9493 -3.0507 -0.0170  0.1857
H: -2.5188 -3.3909 1.6814  0.2852
H: 0.6755 -5.9218 -0.7558  0.1545
H: 1.2259 -6.7909 -2.9063  0.3459
H: 0.8302 -5.2809 -4.9169  0.3485
H: -0.3388 -3.2359 -4.6395  0.5578
H: -0.9109 -2.2907 -2.5044  -0.2110

Force components x, y, z for each atom (eV/Å):
K -0.10 -0.16 -0.20
I -0.38 -0.29 -0.24
C -0.68 0.44 2.08
I 0.58 0.26 0.19
H 0.17 -0.64 -0.34
H 0.21 0.32 -1.58
F -0.25 -0.02 0.14
C 0.13 -1.19 -0.29
F -0.61 0.78 0.34
F -0.09 0.22 -0.71
S 2.03 -0.51 0.80
O -0.04 -0.78 0.13
O -0.79 1.45 -0.98
N -0.65 0.64 -0.71
S -0.02 -0.70 0.62
O 0.05 -0.21 0.34
O 0.01 -0.06 -0.02
C 0.34 -0.10 -1.01
F -0.66 0.26 0.11
F 0.58 0.02 0.24
F -0.12 0.21 0.91
C -0.48 -0.61 -0.12
C 0.08 -0.22 -0.62
C 0.82 -0.25 1.09
C -0.61 0.44 0.46
C -0.64 -0.53 0.72
C 0.80 0.81 -0.79
C -0.34 -0.29 1.22
Br -0.31 0.11 0.31
C 0.76 0.95 -1.12
O -0.06 -0.64 -0.32
C 0.27 -0.43 0.80
C -0.22 0.28 -0.69
C -0.44 0.73 0.13
C 0.02 0.19 -0.19
C -1.31 -1.04 0.76
C -0.16 -0.93 0.29
H -0.15 0.58 0.90
H -1.01 0.37 0.15
H 0.60 -0.21 -0.79
H -0.24 0.18 -0.32
H 0.09 0.28 -0.38
H 0.37 -0.86 -0.07
H 0.08 -0.21 0.20
H 0.11 0.22 -0.27
H 0.54 -0.04 -0.51
H -0.50 -0.73 -0.15
H -0.15 -0.12 0.47
H 0.23 -0.20 -0.37
H -0.07 0.42 0.11
H -0.16 0.31 0.26
H -0.02 -0.12 -0.44
H 0.64 0.06 0.08
H 0.93 0.83 -0.51
H -0.19 0.14 0.12
H 0.66 0.89 -0.22
H 0.10 -0.20 0.06
C -0.64 0.17 -0.70
C 0.35 0.54 -0.67
N 0.24 -0.33 1.00
C -1.46 -0.04 -2.10
C -1.17 0.88 1.01
C -0.73 -0.53 1.32
S 0.33 -0.09 -0.47
N 0.58 1.20 -1.40
C -0.94 -0.52 -0.08
O 0.75 0.05 0.16
C 0.08 -0.11 -0.57
C 0.38 -0.03 -0.12
C -0.97 1.06 0.30
C 0.70 -0.93 0.19
C -1.80 0.76 0.19
C 1.02 0.04 -0.15
H 0.20 0.37 0.72
H -0.25 -0.05 0.58
H 0.27 -0.51 -0.03
H 0.43 -0.72 0.11
H -0.82 0.05 -0.14
H -0.15 -0.07 0.96
H 1.95 -1.12 1.32
H 0.22 0.67 -0.26
H 0.60 0.14 -0.58
H 0.04 -0.39 -0.31
H -0.35 0.26 0.09
H 0.04 -0.09 -0.06
H 0.61 -0.10 -0.37
H 0.84 -0.69 0.22
H -0.21 0.13 -0.23
C -1.39 -1.51 -2.56
P -0.18 0.19 0.57
C 0.46 0.71 0.34
C 1.30 -0.88 -0.25
C -0.27 -0.61 1.23
C 0.20 0.30 -1.30
C -0.38 -0.26 -0.29
C 0.73 -0.64 -0.51
C -1.10 1.09 -0.14
H 0.66 -0.13 -0.13
H 1.03 1.08 0.31
H -0.59 0.69 2.42
H -0.31 -0.39 -0.16
H 0.12 -0.32 0.14
H 0.18 -0.07 -0.60
H -0.29 0.21 0.45
H -0.13 0.62 0.28
H -0.01 -0.17 0.23
H -0.13 0.56 -0.36
H 0.21 -0.60 0.33

Computed properties:
LUMO energy (spin up / spin down) = 3.252 / 3.252 eV
Total energy = -216575.3932 eV
Relative energy (zero: lowest compared OMol25 entry of this formula, charge and spin) = 0.0 kcal/mol
Multiplicity = 1
Gap between HOMO and LUMO (spin up / spin down) = 5.58 / 5.58 eV
Total charge = -2
Max |F| = 3.284 eV/Å


# 2
Molecular formula: C3H3ClO
Method: DFT, ωB97M-V/def2-TZVPD

Each line ends with the natural charge from an NBO analysis.
Atoms and positions in Å:
C: -1.1086 0.7542 -0.4058  0.1501
C: -2.2199 1.1321 -0.1369  -0.2839
C: 1.3839 -0.7567 0.1124  -0.2672
O: 0.2965 -0.9352 -0.6544  -0.3251
Cl: -3.4997 2.1114 0.1173  0.1434
H: 2.0559 0.0413 -0.2401  0.1711
H: 1.9294 -1.7150 0.0229  0.2301
H: 1.1626 -0.6321 1.1846  0.1814

Force components x, y, z for each atom (eV/Å):
C 3.43 -3.65 -0.50
C -0.32 0.56 0.02
C 1.22 0.77 1.17
O -3.76 2.47 -0.56
Cl -0.40 0.03 0.10
H -0.11 -0.15 0.11
H -0.14 0.00 -0.13
H 0.08 -0.04 -0.22

Computed properties:
LUMO energy (spin up / spin down) = -2.762 / -2.750 eV
Total energy = -17721.6344 eV
Relative energy (zero: lowest compared OMol25 entry of this formula, charge and spin) = 157.1 kcal/mol
Multiplicity = 1
Gap between HOMO and LUMO (spin up / spin down) = 7.41 / 7.42 eV
Total charge = 0
Max |F| = 5.030 eV/Å


# 3
Molecular formula: C33H57Cl2NO2P2Ru
Method: DFT, ωB97M-V/def2-TZVPD

Each line ends with the Mulliken spin population.
Atoms and positions in Å:
Ru: 0.4027 1.4169 -0.4704  2.5692
Cl: 0.3165 2.1762 -2.7156  0.2331
P: 1.9780 2.8595 -0.1674  -0.1272
C: 1.5969 4.6207 -0.5957  0.0496
C: 2.6221 2.7487 1.5671  0.0764
C: 3.3529 2.3831 -1.3301  0.0194
C: 0.1266 5.0231 -0.4256  0.0075
H: 1.8381 4.6650 -1.6715  0.0068
C: 2.5060 5.5831 0.1716  0.0039
H: 2.2006 5.6679 1.2177  0.0001
H: 2.4180 6.5761 -0.2843  -0.0010
H: 3.5608 5.3019 0.1494  0.0003
H: -0.4966 4.5742 -1.2041  -0.0001
H: 0.0299 6.1158 -0.5000  -0.0005
H: -0.2612 4.7090 0.5515  -0.0034
H: 2.8704 2.5246 -2.3121  -0.0008
C: 3.8030 0.9240 -1.2368  -0.0063
C: 4.5267 3.3465 -1.1944  0.0092
H: 4.2654 4.3689 -1.4766  0.0001
H: 5.3325 3.0087 -1.8529  0.0007
H: 4.9127 3.3428 -0.1692  0.0005
H: 3.1281 0.3082 -0.6326  0.0245
H: 4.8182 0.8353 -0.8188  -0.0004
H: 3.8064 0.4746 -2.2423  0.0021
C: 1.6144 3.3248 2.5652  0.0144
H: 3.5415 3.3549 1.5655  0.0076
C: 2.9671 1.2924 1.9107  -0.0714
H: 1.3511 4.3679 2.3709  -0.0020
H: 2.0361 3.2568 3.5762  -0.0001
H: 0.6960 2.7255 2.5512  0.0007
H: 2.1787 0.6085 1.5575  0.0504
H: 3.0285 1.1604 2.9995  0.0024
H: 3.9173 0.9725 1.4681  -0.0027
Cl: -0.5685 0.9609 1.6163  0.2005
H: -0.5021 2.6661 -0.2757  -0.0941
P: -2.4334 0.1365 -1.8846  0.3274
C: -2.0692 -0.3685 -3.6260  0.1180
C: -3.3303 -1.2293 -0.9386  0.1594
C: -3.4612 1.6724 -1.9480  0.0547
C: -0.6497 -0.9444 -3.7581  0.0342
H: -2.0876 0.5812 -4.1942  -0.0010
C: -3.1375 -1.3253 -4.1560  0.0345
H: -3.0337 -2.3080 -3.6798  0.0003
H: -2.9919 -1.4534 -5.2363  0.0034
H: -4.1555 -0.9519 -3.9933  -0.0021
H: 0.0911 -0.1453 -3.6301  -0.0109
H: -0.5233 -1.3765 -4.7612  -0.0008
H: -0.4295 -1.7161 -3.0060  -0.0092
H: -2.8538 2.3389 -2.5895  0.0060
C: -3.6100 2.3719 -0.5901  0.0184
C: -4.7980 1.3534 -2.6226  0.0345
H: -4.6617 1.1132 -3.6828  -0.0021
H: -5.4645 2.2220 -2.5545  0.0045
H: -5.2948 0.5087 -2.1249  -0.0024
H: -2.7074 2.2699 0.0293  -0.0131
H: -4.4722 1.9889 -0.0317  -0.0002
H: -3.7789 3.4470 -0.7525  0.0001
C: -2.3874 -2.4276 -0.8128  0.0079
H: -4.2246 -1.4979 -1.5317  0.0182
C: -3.7367 -0.7676 0.4679  0.0082
H: -1.9993 -2.7897 -1.7729  0.0017
H: -2.9002 -3.2622 -0.3115  -0.0043
H: -1.5188 -2.1520 -0.1934  0.0004
H: -2.8634 -0.3567 1.0006  0.0104
H: -4.0972 -1.6300 1.0460  -0.0007
H: -4.5338 -0.0147 0.4632  0.0021
C: -2.5959 -5.4458 1.9677  -0.0009
C: -2.0298 -4.1602 2.5176  0.0008
C: -2.8559 -3.3468 3.3031  -0.0011
C: -2.3922 -2.1444 3.8421  -0.0001
C: -1.1248 -1.7115 3.5211  0.0193
C: -0.3239 -2.4593 2.6352  -0.0060
N: 0.7179 -1.7759 2.0263  -0.0029
C: 2.0004 -2.2318 1.6736  -0.0065
C: 2.9404 -2.6865 2.6046  -0.0018
C: 4.1823 -3.1443 2.1830  0.0014
C: 4.4863 -3.1845 0.8167  -0.0006
C: 3.5645 -2.7450 -0.1240  0.0012
C: 2.3617 -2.1882 0.3224  0.0204
C: 1.2658 -1.7504 -0.6100  0.0077
O: 0.5667 -2.6142 -1.1752  0.0115
O: 1.1614 -0.4794 -0.8586  0.1996
C: -0.7166 -3.7630 2.2305  0.0003
C: 0.1968 -4.6148 1.4160  0.0006
H: -2.5999 -5.4502 0.8659  0.0000
H: -2.0248 -6.3215 2.3084  0.0001
H: -3.6331 -5.5664 2.3039  0.0000
H: -3.8757 -3.6789 3.4938  0.0000
H: -3.0257 -1.5421 4.4974  -0.0010
H: -0.7251 -0.7752 3.9147  -0.0041
H: 0.5758 -0.7561 1.9751  -0.0041
H: 2.6783 -2.6510 3.6685  0.0001
H: 4.9187 -3.4799 2.9180  0.0001
H: 5.4529 -3.5636 0.4818  0.0002
H: 3.7426 -2.7819 -1.1962  -0.0006
H: 0.3389 -4.1881 0.4105  -0.0004
H: 1.1838 -4.7099 1.8846  -0.0002
H: -0.2124 -5.6218 1.2956  0.0001

Force components x, y, z for each atom (eV/Å):
Ru -2.66 -2.94 -0.29
Cl -0.52 0.19 -1.11
P 1.82 1.82 0.31
C 0.48 0.07 0.02
C 0.33 0.41 -0.19
C -0.12 0.59 -0.06
C -0.01 0.01 0.04
H -0.01 0.02 0.28
C 0.05 0.47 -0.13
H 0.06 0.06 -0.18
H 0.07 -0.04 0.16
H -0.20 0.07 0.06
H 0.10 0.03 0.15
H 0.08 -0.22 0.02
H 0.04 0.13 -0.16
H 0.16 0.08 0.38
C 0.08 -0.52 0.06
C 0.28 -0.07 -0.24
H 0.09 -0.16 0.00
H 0.02 0.10 0.05
H 0.06 0.05 -0.13
H 0.34 0.19 -0.25
H -0.30 0.10 -0.10
H 0.09 0.13 0.32
C -0.14 -0.13 0.18
H -0.16 -0.10 0.22
C -0.04 -0.24 0.00
H 0.06 -0.20 0.05
H -0.05 0.08 -0.16
H 0.28 0.29 0.08
H 0.39 0.22 0.14
H 0.06 0.12 -0.20
H -0.22 0.06 0.11
Cl -0.99 -0.10 0.22
H 0.21 0.25 0.11
P -0.45 -0.15 0.26
C 0.34 0.31 -0.01
C 0.29 0.20 -0.05
C 0.61 0.15 -0.06
C 0.26 -0.11 0.04
H -0.14 -0.25 0.32
C -0.14 -0.15 -0.02
H -0.11 0.18 -0.15
H 0.00 0.00 0.22
H 0.20 -0.19 -0.06
H -0.22 -0.32 -0.02
H -0.11 0.09 0.20
H -0.11 0.18 -0.26
H -0.21 -0.33 0.12
C -0.05 0.17 0.17
C -0.14 0.03 -0.06
H -0.10 0.04 0.22
H 0.13 -0.12 -0.01
H 0.03 0.23 -0.14
H -0.29 0.00 -0.14
H 0.25 0.06 -0.10
H 0.02 -0.30 -0.01
C 0.28 -0.16 0.06
H 0.32 0.19 0.06
C 0.00 0.23 0.11
H -0.08 0.11 0.27
H 0.03 0.28 -0.12
H -0.32 -0.17 -0.24
H -0.32 -0.15 -0.11
H 0.14 0.14 -0.20
H 0.19 -0.19 -0.04
C -0.11 -0.16 -0.01
C 0.08 0.23 0.43
C -0.06 0.12 0.04
C -0.38 -0.38 0.01
C 0.43 -0.07 -0.20
C -0.67 -0.28 0.06
N 0.53 0.83 0.21
C 0.81 -0.13 -0.17
C -0.26 0.11 0.28
C 0.09 -0.05 -0.20
C 0.24 -0.17 0.05
C -0.40 0.71 0.29
C -0.42 -0.57 0.27
C -0.74 -0.62 -1.77
O 1.05 1.04 0.80
O -0.08 -0.75 0.40
C -0.35 0.75 0.32
C 0.19 -0.29 -0.47
H 0.08 -0.05 0.30
H -0.17 0.19 -0.14
H 0.23 -0.02 -0.08
H 0.17 0.09 0.05
H 0.15 -0.23 -0.19
H -0.20 -0.23 -0.21
H 0.07 -0.89 0.12
H 0.11 -0.12 -0.41
H -0.25 0.10 -0.27
H -0.26 0.04 0.14
H 0.17 -0.05 0.21
H 0.04 -0.13 0.26
H -0.19 0.00 -0.13
H 0.11 0.16 0.02

Computed properties:
LUMO energy (spin up / spin down) = 0.558 / -2.782 eV
Total energy = -86935.3211 eV
Relative energy (zero: lowest compared OMol25 entry of this formula, charge and spin) = 17.2 kcal/mol
Multiplicity = 5
Expectation value of S² = 6.024
Gap between HOMO and LUMO (spin up / spin down) = 6.73 / 4.35 eV
Total charge = 0
Max |F| = 3.979 eV/Å